An isolated molecule of CH5N3S at a distorted geometry. Source: the Open Molecules 2025 dataset; level of theory: ωB97M-V with the def2-TZVPD basis set.

Computed properties:
Gap between HOMO and LUMO   9.0 eV
Highest occupied orbital energy   -8.079 eV
Electronic energy   -603.4505 hartree
Relative energy (zero: lowest compared OMol25 entry of this formula, charge and spin)   250.5 kJ/mol
2S+1   1
LUMO level   0.0342 Eh

CARTESIAN COORDINATES (ANGSTROEM)
C  -1.681  -0.569  0.130
S  -1.693  1.209  -0.019
N  -0.135  1.811  -0.268
N  0.773  0.925  0.091
N  2.144  1.056  0.107
H  -2.696  -0.987  -0.218
H  -1.480  -0.873  1.194
H  -0.784  -0.833  -0.423
H  2.557  0.126  0.155
H  2.514  1.896  -0.377